# 1
27
Properties=species:S:1:pos:R:3:mulliken_spin:R:1 method="wB97M-V/def2-TZVPD" gap_ev="2.4 / 8.5" total_charge=-1 spin_multiplicity=2
C 2.60 2.90 1.49 0.05
C 0.43 -0.81 1.57 0.98
C 1.84 -0.83 1.61 0.04
C -0.29 0.40 1.59 0.06
C 2.57 0.33 1.52 0.31
C 0.39 1.63 1.54 0.29
C 1.86 1.60 1.64 -0.17
H -0.02 -1.84 1.55 -0.46
H 2.31 -1.86 1.61 -0.20
H -1.33 0.43 1.62 -0.33
H 3.57 0.33 1.58 -0.02
H -0.20 2.50 1.28 -0.07
H 2.83 3.36 2.44 -0.01
H 2.08 3.58 0.91 -0.02
H 3.50 2.80 1.01 0.01
C -1.94 -0.07 -3.48 0.13
C -0.81 -2.43 -0.92 1.46
C -1.88 -0.98 -2.31 -0.24
C -2.73 -1.19 -1.30 0.98
N -0.67 -1.78 -2.08 -0.03
N -2.06 -2.00 -0.43 -0.06
H -0.26 -3.21 -0.40 -0.69
H -2.40 -2.31 0.45 -0.56
H -3.71 -0.94 -0.99 -0.42
H -1.26 -0.37 -4.40 0.00
H -1.57 0.96 -3.25 -0.03
H -2.86 -0.22 -3.85 0.00

---

# 2
27
Properties=species:S:1:pos:R:3:lowdin_charge:R:1 method="wB97M-V/def2-TZVPD" smiles=Cc1c[nH]cn1.Cc1ccccc1 gap_ev=9.4
C -2.57 1.24 -2.41 -0.05
C -2.33 -0.14 -1.92 -0.37
C -2.59 -0.68 -0.71 -0.10
N -2.23 -1.99 -0.75 0.05
C -1.72 -2.19 -2.00 -0.22
N -1.74 -1.11 -2.71 0.09
H -1.73 1.65 -2.97 0.07
H -2.73 1.94 -1.59 0.07
H -3.41 1.21 -3.11 0.08
H -2.96 -0.16 0.17 0.12
H -2.33 -2.66 -0.01 0.14
H -1.30 -3.13 -2.32 0.12
C 1.22 2.39 0.59 -0.05
C 1.64 1.03 1.09 -0.28
C 2.99 0.71 1.20 -0.05
C 3.39 -0.57 1.58 -0.09
C 2.44 -1.47 2.02 -0.11
C 1.10 -1.15 2.02 -0.09
C 0.71 0.10 1.52 -0.06
H 2.00 2.88 0.01 0.07
H 0.86 2.99 1.43 0.08
H 0.32 2.32 -0.04 0.07
H 3.75 1.40 0.85 0.11
H 4.46 -0.74 1.61 0.10
H 2.76 -2.44 2.39 0.10
H 0.34 -1.77 2.46 0.10
H -0.35 0.32 1.60 0.10

---

# 3
28
Properties=species:S:1:pos:R:3:lowdin_charge:R:1 method="wB97M-V/def2-TZVPD" smiles="Cc1c[nH]c2ccccc12.CC(N)=O" gap_ev=8.7
C 1.09 -2.38 1.47 -0.06
C 0.99 -1.71 0.15 -0.23
C 1.04 -2.32 -1.05 -0.06
N 1.31 -1.39 -2.08 0.07
C 1.23 -0.12 -1.50 -0.21
C 1.65 1.09 -2.03 -0.03
C 1.77 2.14 -1.15 -0.10
C 1.39 2.05 0.23 -0.09
C 1.17 0.78 0.76 -0.04
C 1.19 -0.29 -0.10 -0.15
H 1.67 -3.29 1.60 0.07
H 0.05 -2.69 1.74 0.09
H 1.25 -1.79 2.38 0.07
H 1.00 -3.34 -1.41 0.12
H 1.16 -1.81 -2.99 0.14
H 1.85 1.18 -3.09 0.11
H 2.05 3.17 -1.34 0.10
H 1.53 3.00 0.71 0.09
H 1.05 0.65 1.83 0.11
C -2.79 0.22 -0.31 -0.02
C -2.99 0.63 1.12 -0.60
N -2.27 1.62 1.71 0.16
O -3.84 0.01 1.75 0.01
H -2.12 0.91 -0.85 0.07
H -3.64 0.52 -0.94 0.09
H -2.49 -0.81 -0.46 0.08
H -2.46 1.64 2.70 0.11
H -1.82 2.32 1.15 0.10

---

# 4
28
Properties=species:S:1:pos:R:3:lowdin_charge:R:1 method="wB97M-V/def2-TZVPD" smiles=Cc1ccc(O)cc1.Cc1c[nH]cn1 gap_ev=8.6
C -1.21 -2.95 -0.69 -0.12
C -0.04 -2.09 -0.48 -0.34
C 0.50 -1.51 -1.67 -0.06
C 1.68 -0.81 -1.54 -0.05
C 2.09 -0.60 -0.19 -0.32
O 3.22 0.14 -0.21 -0.01
C 1.76 -1.33 0.99 0.03
C 0.53 -2.08 0.82 -0.01
H -0.82 -3.90 -1.16 0.10
H -1.87 -2.59 -1.55 0.09
H -1.90 -3.17 0.14 0.08
H -0.01 -1.77 -2.73 0.17
H 2.15 -0.40 -2.39 0.10
H 3.34 0.53 -1.15 0.14
H 2.34 -1.46 1.84 0.09
H 0.11 -2.50 1.72 0.11
C -2.70 0.13 0.01 -0.06
C -1.79 1.26 0.33 -0.30
C -0.72 1.90 -0.32 -0.13
N -0.12 2.94 0.38 0.04
C -1.02 3.09 1.46 -0.23
N -1.91 2.13 1.53 0.06
H -2.17 -0.67 0.52 0.05
H -2.98 0.26 -1.05 0.09
H -3.64 0.14 0.69 0.11
H -0.29 1.27 -1.16 0.11
H 0.67 3.56 0.14 0.15
H -0.97 3.95 2.15 0.11

---

# 5
28
Properties=species:S:1:pos:R:3:lowdin_charge:R:1 method="wB97M-V/def2-TZVPD" smiles=Cc1ccc(O)cc1.Cc1c[nH]cn1 gap_ev=9.0
C -1.64 -2.02 -0.87 -0.06
C -1.70 -0.52 -0.84 -0.31
C -1.11 0.25 -1.82 -0.05
C -1.21 1.66 -1.76 -0.03
C -1.75 2.25 -0.65 -0.34
O -1.81 3.61 -0.47 0.04
C -2.30 1.48 0.37 -0.02
C -2.35 0.10 0.22 -0.04
H -0.96 -2.40 -0.10 0.07
H -1.18 -2.43 -1.78 0.08
H -2.60 -2.52 -0.72 0.08
H -0.69 -0.07 -2.76 0.11
H -0.89 2.19 -2.64 0.11
H -1.49 4.03 -1.29 0.11
H -2.60 2.00 1.27 0.12
H -2.94 -0.50 0.91 0.12
C 1.52 -1.77 2.36 -0.04
C 2.16 -0.88 1.35 -0.36
C 1.68 0.21 0.69 -0.09
N 2.69 0.68 -0.09 0.06
C 3.76 -0.14 0.13 -0.22
N 3.48 -1.08 0.98 0.09
H 0.48 -1.99 2.10 0.06
H 1.54 -1.33 3.34 0.07
H 1.99 -2.75 2.35 0.07
H 0.62 0.40 0.72 0.11
H 2.59 1.51 -0.65 0.14
H 4.72 0.03 -0.34 0.12

---

# 6
28
Properties=species:S:1:pos:R:3:lowdin_charge:R:1 method="wB97M-V/def2-TZVPD" smiles=Cc1ccc(O)cc1.Cc1c[nH]cn1 gap_ev=9.1
C 1.96 1.09 1.56 -0.03
C 1.12 -0.22 1.57 -0.28
C 1.27 -1.38 0.81 -0.08
C 0.40 -2.44 0.95 -0.03
C -0.57 -2.46 1.97 -0.34
O -1.38 -3.55 2.03 0.05
C -0.66 -1.37 2.80 -0.02
C 0.15 -0.24 2.57 -0.05
H 1.29 1.89 1.86 0.07
H 2.25 1.23 0.51 0.07
H 2.77 0.94 2.24 0.07
H 2.04 -1.37 0.04 0.11
H 0.39 -3.26 0.26 0.11
H -0.95 -4.30 1.61 0.10
H -1.45 -1.45 3.54 0.12
H 0.07 0.56 3.33 0.12
C -2.41 2.10 -1.73 -0.04
C -1.08 1.56 -2.26 -0.35
C -0.25 0.62 -1.68 -0.07
N 0.81 0.54 -2.56 0.03
C 0.57 1.40 -3.60 -0.20
N -0.56 2.07 -3.42 0.09
H -2.92 2.74 -2.48 0.08
H -2.37 2.49 -0.75 0.05
H -3.04 1.21 -1.67 0.07
H -0.48 0.03 -0.82 0.10
H 1.71 0.17 -2.29 0.13
H 1.31 1.41 -4.39 0.11

---

# 7
28
Properties=species:S:1:pos:R:3:lowdin_charge:R:1 method="wB97M-V/def2-TZVPD" smiles="Cc1c[nH]c2ccccc12.CC(N)=O" gap_ev=8.4
C -1.77 0.36 1.73 -0.04
C -1.76 -0.43 0.40 -0.23
C -2.82 -0.25 -0.49 -0.06
N -2.40 -0.84 -1.68 0.06
C -0.97 -1.11 -1.57 -0.20
C -0.13 -1.59 -2.54 -0.02
C 1.18 -1.92 -2.04 -0.08
C 1.57 -1.81 -0.69 -0.09
C 0.53 -1.60 0.23 0.00
C -0.64 -0.97 -0.24 -0.19
H -1.48 0.03 2.72 0.06
H -2.72 0.93 1.89 0.08
H -0.90 1.15 1.69 0.08
H -3.79 0.26 -0.27 0.14
H -3.12 -0.91 -2.43 0.16
H -0.28 -1.71 -3.54 0.07
H 1.88 -2.18 -2.94 0.12
H 2.55 -2.05 -0.36 0.08
H 0.65 -1.88 1.19 0.08
C 1.23 2.43 0.10 -0.01
C 1.65 2.13 1.49 -0.58
N 2.43 1.12 1.88 0.18
O 1.19 2.94 2.37 -0.02
H 0.37 1.65 0.16 0.09
H 1.96 2.50 -0.63 0.05
H 0.59 3.38 -0.08 0.12
H 3.07 1.35 2.54 0.06
H 2.93 0.46 1.31 0.10

---

# 8
29
Properties=species:S:1:pos:R:3:lowdin_charge:R:1 method="wB97M-V/def2-TZVPD" gap_ev="7.2 / 7.0"
C 2.42 0.69 1.42 -0.02
C 2.58 1.89 2.17 -0.25
C 1.24 2.07 2.78 -0.32
C 3.67 2.67 2.29 0.07
C 0.82 3.06 3.59 0.08
C -3.85 -2.32 -4.58 0.07
C -3.15 -1.56 -3.75 -0.07
C -2.36 -2.15 -2.66 -0.51
C -0.28 -0.46 -0.20 -0.14
C 0.57 -0.88 0.99 -0.13
C -0.94 -1.66 -0.86 -0.18
N 0.44 1.03 2.38 0.11
N 1.17 0.28 1.60 -0.18
O -2.26 -3.33 -2.43 0.11
O -1.73 -1.20 -1.95 0.00
H 3.12 0.16 0.81 0.12
H 3.66 3.56 2.89 0.05
H 4.59 2.42 1.79 0.06
H -0.19 3.07 3.96 0.05
H 1.48 3.86 3.88 0.05
H -4.44 -1.91 -5.38 0.06
H -3.85 -3.39 -4.46 0.07
H -3.12 -0.48 -3.82 0.11
H -1.05 0.24 0.14 0.12
H 0.34 0.06 -0.94 0.13
H -0.06 -1.37 1.74 0.13
H 1.36 -1.57 0.68 0.13
H -0.19 -2.37 -1.24 0.14
H -1.58 -2.20 -0.15 0.14

---

# 9
28
Properties=species:S:1:pos:R:3:lowdin_charge:R:1 method="wB97M-V/def2-TZVPD" smiles=CC(C)[n+]1ccnn1-c1ccccc1 gap_ev=9.1 total_charge=+1
C -2.21 0.92 1.09 -0.02
C -1.20 0.46 0.05 -0.39
C -1.60 0.86 -1.37 -0.02
N -1.03 -0.96 0.11 0.11
C -1.79 -2.00 0.07 -0.01
C -1.06 -3.20 0.16 -0.05
N 0.22 -2.94 0.27 0.14
N 0.51 -1.73 0.30 0.06
C 1.67 -1.00 0.22 -0.23
C 2.55 -1.22 -0.84 0.01
C 3.71 -0.48 -0.91 -0.05
C 3.99 0.48 0.05 -0.04
C 3.11 0.70 1.10 -0.05
C 1.95 -0.04 1.20 -0.01
H -3.21 0.57 0.85 0.09
H -2.23 2.01 1.12 0.09
H -1.94 0.56 2.08 0.09
H -0.21 0.89 0.28 0.13
H -2.58 0.47 -1.62 0.09
H -0.87 0.50 -2.10 0.09
H -1.63 1.95 -1.43 0.09
H -2.87 -1.95 -0.01 0.16
H -1.43 -4.20 0.16 0.12
H 2.32 -1.97 -1.59 0.12
H 4.40 -0.65 -1.73 0.12
H 4.90 1.06 -0.02 0.12
H 3.34 1.44 1.85 0.12
H 1.28 0.09 2.03 0.12

---

# 10
29
Properties=species:S:1:pos:R:3:lowdin_charge:R:1 method="wB97M-V/def2-TZVPD" gap_ev=9.0 total_charge=+1
C 3.48 1.87 -0.32 -0.06
C 2.60 1.68 0.73 -0.06
C 3.19 1.34 -1.57 -0.06
C 1.43 0.98 0.53 -0.03
C 2.03 0.62 -1.77 -0.02
C 1.12 0.44 -0.72 -0.19
C -0.38 -1.70 0.63 -0.22
C -1.97 -0.01 0.62 -0.32
C -0.15 -0.27 -0.92 -0.24
C -0.42 -1.01 -2.20 -0.03
C -2.14 -1.77 2.36 0.02
N -1.51 -1.16 1.20 0.00
N -1.30 0.44 -0.42 0.15
N -3.05 0.60 1.11 0.25
O 0.26 -2.65 0.87 0.19
H 4.39 2.43 -0.17 0.11
H 2.82 2.08 1.70 0.11
H 3.87 1.49 -2.39 0.11
H 0.75 0.83 1.36 0.11
H 1.82 0.21 -2.75 0.11
H 0.37 -1.73 -2.39 0.10
H -0.48 -0.32 -3.04 0.10
H -1.37 -1.55 -2.14 0.09
H -3.12 -2.17 2.09 0.11
H -1.50 -2.60 2.68 0.11
H -2.23 -1.06 3.18 0.11
H -1.57 1.31 -0.86 0.19
H -3.55 0.23 1.90 0.12
H -3.39 1.46 0.70 0.14

---

# 11
29
Properties=species:S:1:pos:R:3:lowdin_charge:R:1 method="wB97M-V/def2-TZVPD" gap_ev=7.9
C 1.05 -3.05 0.88 -0.94
C 2.91 1.23 2.11 -0.06
C 1.73 1.12 2.82 -0.06
C 2.99 0.74 0.82 -0.06
C 0.62 0.53 2.25 -0.07
C 1.90 0.14 0.23 -0.09
C 0.71 0.05 0.94 -0.33
C -0.39 0.42 -2.26 -0.09
C -2.42 -1.02 -1.88 -0.09
C -2.24 1.23 -0.75 -0.08
C -1.48 0.01 -1.28 -0.67
N 1.68 -2.87 1.83 0.08
O -1.81 -0.99 1.30 -0.29
P -0.79 -0.73 0.29 0.85
S 0.17 -3.24 -0.50 0.62
H 3.77 1.69 2.57 0.11
H 1.67 1.50 3.83 0.11
H 3.92 0.81 0.27 0.11
H -0.30 0.42 2.79 0.11
H 1.96 -0.28 -0.76 0.10
H 0.27 1.16 -1.82 0.08
H 0.19 -0.44 -2.57 0.08
H -0.85 0.86 -3.15 0.09
H -1.86 -1.88 -2.23 0.06
H -2.97 -0.60 -2.71 0.09
H -3.13 -1.36 -1.13 0.09
H -3.02 0.90 -0.06 0.08
H -1.58 1.91 -0.23 0.09
H -2.71 1.77 -1.58 0.09

---

# 12
28
Properties=species:S:1:pos:R:3:lowdin_charge:R:1 method="wB97M-V/def2-TZVPD" smiles="C=C1OC(C)(C)[N@@H+]2C[C@]12c1cccs1" gap_ev=9.5 total_charge=+1
C 0.31 -1.98 -1.84 0.13
C -0.28 -1.04 -1.12 -0.24
O -1.61 -0.93 -0.77 0.02
C -1.86 -0.25 0.41 -0.54
C -3.12 0.50 0.12 0.03
C -1.98 -1.03 1.73 0.02
N -0.71 0.71 0.50 0.13
C -0.58 1.46 -0.73 0.07
C 0.36 0.27 -0.53 -0.20
C 1.76 0.38 -0.28 -0.43
C 2.67 1.37 -0.23 -0.13
C 3.97 0.98 0.09 -0.13
C 3.98 -0.36 0.45 -0.42
S 2.52 -1.08 0.38 1.12
H -0.34 -2.86 -1.87 0.11
H 1.16 -1.77 -2.39 0.06
H -3.55 -0.16 -0.64 0.12
H -2.85 1.47 -0.32 0.09
H -3.78 0.62 1.07 0.14
H -0.99 -1.47 2.09 0.12
H -2.57 -1.97 1.66 0.12
H -2.38 -0.56 2.59 0.08
H -0.55 1.04 1.39 0.17
H -0.17 2.34 -0.50 0.11
H -1.35 1.35 -1.46 0.14
H 2.43 2.23 -0.82 0.12
H 4.75 1.75 0.22 0.13
H 4.73 -1.00 0.80 0.06

---

The records above yield energy values of -14611.30398; -14614.25356; -16661.31520; -16658.70233; -16661.52028; -16661.15206; -16659.25822; -18706.29416; -16095.93114; -18145.49246; -35295.80007; -25997.03814 eV, respectively.
The records above yield energy above the lowest of the compared OMol25 structures with the same formula, charge and spin values of 165.2; 16.1; 154.1; 406.2; 134.3; 169.9; 352.6; 211.9; 118.7; 13.3; 78.1; 192.6 kJ/mol, respectively.